{"formula": "C80H211N17O23", "method": "ωB97M-V/def2-TZVPD", "homo_energy_ha": -0.3058, "total_charge": 0, "e_above_lowest_kcal_mol": 0.00, "lumo_ha": 0.0246, "elements": ["O", "O", "O", "O", "O", "O", "O", "O", "O", "O", "O", "O", "O", "O", "O", "O", "O", "O", "O", "O", "O", "O", "O", "N", "N", "N", "N", "N", "N", "N", "N", "N", "N", "N", "N", "N", "N", "N", "N", "N", "C", "C", "C", "C", "C", "C", "C", "C", "C", "C", "C", "C", "C", "C", "C", "C", "C", "C", "C", "C", "C", "C", "C", "C", "C", "C", "C", "C", "C", "C", "C", "C", "C", "C", "C", "C", "C", "C", "C", "C", "C", "C", "C", "C", "C", "C", "C", "C", "C", "C", "C", "C", "C", "C", "C", "C", "C", "C", "C", "C", "C", "C", "C", "C", "C", "C", "C", "C", "C", "C", "C", "C", "C", "C", "C", "C", "C", "C", "C", "C", "H", "H", "H", "H", "H", "H", "H", "H", "H", "H", "H", "H", "H", "H", "H", "H", "H", "H", "H", "H", "H", "H", "H", "H", "H", "H", "H", "H", "H", "H", "H", "H", "H", "H", "H", "H", "H", "H", "H", "H", "H", "H", "H", "H", "H", "H", "H", "H", "H", "H", "H", "H", "H", "H", "H", "H", "H", "H", "H", "H", "H", "H", "H", "H", "H", "H", "H", "H", "H", "H", "H", "H", "H", "H", "H", "H", "H", "H", "H", "H", "H", "H", "H", "H", "H", "H", "H", "H", "H", "H", "H", "H", "H", "H", "H", "H", "H", "H", "H", "H", "H", "H", "H", "H", "H", "H", "H", "H", "H", "H", "H", "H", "H", "H", "H", "H", "H", "H", "H", "H", "H", "H", "H", "H", "H", "H", "H", "H", "H", "H", "H", "H", "H", "H", "H", "H", "H", "H", "H", "H", "H", "H", "H", "H", "H", "H", "H", "H", "H", "H", "H", "H", "H", "H", "H", "H", "H", "H", "H", "H", "H", "H", "H", "H", "H", "H", "H", "H", "H", "H", "H", "H", "H", "H", "H", "H", "H", "H", "H", "H", "H", "H", "H", "H", "H", "H", "H", "H", "H", "H", "H", "H", "H", "H", "H", "H", "H", "H", "H", "H", "H", "H", "H", "H", "H", "H", "H", "H", "H", "H", "H"], "coordinates": [[6.414, -0.778, -5.593], [-1.913, 3.131, 5.232], [-3.808, -6.375, 0.895], [-3.866, -3.103, -2.515], [1.260, -6.448, -5.722], [0.897, 0.194, -5.349], [2.868, 0.097, -1.999], [-4.547, 6.924, -1.579], [1.237, 2.173, 2.029], [-0.605, 7.516, 2.435], [-1.286, -7.843, -2.793], [5.471, 6.453, 4.664], [3.195, -2.571, 2.647], [-4.471, -0.396, 4.378], [-5.239, 2.507, -4.026], [1.970, -6.544, 2.482], [-1.947, -11.522, -5.426], [2.212, 4.958, -2.250], [5.973, 1.899, 1.429], [5.025, 7.825, 0.601], [0.192, -2.588, 0.000], [-5.138, 9.536, 6.447], [5.592, -4.677, -4.551], [-5.993, -5.833, -1.176], [-0.324, 0.123, 0.737], [5.551, 0.511, -2.969], [6.029, 4.408, 2.484], [0.513, -3.436, -5.816], [0.523, -0.274, 3.758], [-2.828, -10.433, -2.894], [-0.333, 1.189, 6.581], [2.453, -5.678, -2.867], [3.343, 6.557, 2.642], [-0.755, -4.964, 2.485], [-3.324, 9.399, 4.174], [-3.521, 4.815, 0.229], [-0.751, 6.408, -0.603], [-4.994, 1.010, 1.067], [1.925, -8.348, -0.775], [-5.551, 0.140, -2.367], [-2.145, -5.346, 2.416], [0.555, -1.088, -4.869], [1.099, -4.330, -6.863], [-4.866, 5.777, 1.952], [1.708, -1.208, 4.033], [4.488, -5.458, -4.388], [1.520, -2.277, 5.127], [1.910, 0.012, -0.996], [0.590, -5.757, -6.811], [3.454, 1.369, -2.116], [0.949, -2.036, -5.985], [-5.928, -3.518, -0.328], [-5.736, -4.440, -1.535], [-3.070, -4.091, 2.545], [-1.607, -12.385, -6.478], [-2.704, -7.888, -2.450], [-3.514, -1.053, 5.084], [5.617, 2.980, 0.625], [-5.429, 3.710, -3.306], [-2.686, 3.430, 4.055], [-3.300, -11.530, -5.053], [-3.017, -9.322, -2.003], [1.200, 5.931, -1.917], [6.209, 8.352, 0.031], [1.976, -1.843, 2.683], [6.152, -0.669, -6.967], [0.208, 2.580, 6.251], [1.954, 3.293, 2.450], [0.205, 2.486, 1.129], [-4.306, -4.395, -2.236], [-3.455, 10.507, 5.107], [-4.359, -7.372, 1.684], [6.800, 5.503, 3.012], [0.626, -3.307, -1.110], [-1.870, 7.819, 2.944], [3.346, 4.955, -1.452], [1.307, -7.735, 0.388], [-4.540, 6.989, -0.177], [-0.609, 4.326, -1.883], [-3.116, 0.288, -1.880], [-2.696, -3.089, -3.394], [0.142, 5.356, -1.028], [-0.807, 1.392, 1.182], [-4.138, 1.732, -3.598], [1.694, 2.448, 5.973], [-3.487, -10.322, -4.186], [5.275, -1.115, -4.846], [2.423, -7.155, 1.276], [-2.439, -6.083, 1.122], [4.449, -4.877, -1.870], [3.458, -3.127, 1.379], [6.433, 4.163, 1.112], [-5.300, 0.616, 2.497], [0.865, -7.804, -5.585], [-4.411, 1.015, -2.253], [-4.216, -0.339, 2.988], [5.445, 7.071, 5.932], [-0.173, 6.215, 2.693], [-0.515, 3.136, 5.018], [-1.087, -2.011, -0.174], [-6.702, 0.021, 2.578], [3.671, -4.955, -3.173], [0.418, -8.648, 1.181], [-1.255, -0.956, 0.935], [4.422, 1.392, -3.245], [-6.472, 9.546, 6.928], [-0.824, -6.536, -2.731], [4.424, 8.608, 1.581], [-4.814, 10.677, 5.699], [5.504, 0.630, 1.140], [6.620, 5.689, 4.480], [6.241, -4.943, -5.787], [-4.706, 5.647, 0.479], [5.438, -0.900, -3.373], [0.470, 1.184, -4.321], [3.194, 7.917, 2.064], [2.531, 8.696, 3.154], [-3.840, 8.030, -2.105], [2.983, -6.215, 3.377], [-1.972, 9.129, 3.697], [-5.270, 7.674, 0.239], [-3.733, 3.511, 4.448], [-4.877, 11.617, 6.256], [4.700, 2.403, -3.407], [3.507, -7.128, 3.699], [-0.638, 1.189, -4.291], [-1.244, 1.358, 2.191], [-5.090, -3.581, 0.346], [-4.538, -10.155, -3.915], [0.516, -1.629, -6.893], [2.782, 2.930, 3.022], [-0.474, -8.933, 0.625], [-1.147, 4.970, -2.562], [-5.354, 3.710, -2.197], [6.192, -0.097, 1.603], [-5.042, 4.800, 2.359], [-2.784, 10.442, 5.955], [-3.411, 4.670, -0.780], [-1.834, -3.590, -2.918], [-0.505, -4.173, 1.940], [5.403, 0.112, -7.185], [-3.910, 5.946, 2.380], [2.385, 9.747, 2.930], [-2.263, 1.007, -1.814], [-1.905, -13.441, -6.288], [3.919, -4.328, -1.061], [6.544, 6.463, 2.563], [3.846, 5.881, 2.060], [1.243, -8.776, -1.401], [-1.174, -5.930, -3.559], [3.054, -8.015, 1.546], [6.588, 4.663, 4.922], [0.287, -6.453, -2.646], [-5.190, 1.507, 3.079], [-2.310, 4.297, 3.530], [-4.453, -5.043, -3.116], [4.231, 5.561, -1.888], [-3.992, -11.577, -5.941], [2.035, -6.080, -3.667], [3.841, -5.450, -5.245], [5.111, -2.192, -5.090], [-1.313, 3.788, -1.250], [2.675, -5.745, 4.282], [-2.434, -9.618, -1.097], [-5.242, -6.185, -0.546], [6.261, 5.018, 0.487], [1.609, -1.016, -0.860], [-3.202, 11.465, 4.644], [0.877, -6.168, -7.796], [-0.208, 3.519, 1.275], [0.119, 3.628, -2.330], [4.727, -5.876, -1.462], [5.382, -4.334, -2.107], [7.889, 5.393, 2.865], [-2.650, 7.808, 2.139], [0.843, 2.123, -4.621], [2.996, 8.543, 4.139], [4.858, -6.482, -4.160], [4.403, -0.597, -5.313], [-3.153, -9.446, -4.763], [-7.539, 0.617, 2.143], [-2.340, -5.958, 3.322], [5.867, 2.822, -0.455], [-0.479, -5.783, -6.750], [-6.864, -3.775, 0.201], [0.832, -3.886, -7.864], [-2.071, -5.434, 0.316], [5.733, -1.600, -7.316], [7.494, 3.941, 1.017], [0.657, 2.467, 0.114], [0.062, -7.970, -4.860], [3.791, 3.917, -1.470], [-0.558, -1.223, -4.690], [0.031, -4.231, -1.251], [0.929, 0.914, -3.352], [-4.112, -4.341, 2.610], [-4.971, 0.146, 0.489], [3.811, 1.186, -4.144], [-6.744, -0.933, 2.029], [-6.863, -0.127, 3.645], [-5.896, 1.436, 0.765], [-2.254, -0.575, 0.824], [1.736, 6.723, -1.406], [-3.687, -8.226, 1.672], [5.094, 8.765, 2.450], [-4.732, 4.449, -3.673], [-1.837, -2.816, -0.086], [-1.245, 9.127, 4.538], [-6.872, -5.850, -0.606], [-4.308, -1.343, 2.556], [-0.273, 7.141, -0.037], [-3.040, -7.262, -1.653], [-4.035, -9.235, -1.603], [0.594, -2.708, -2.053], [6.282, 3.608, 3.036], [-3.494, -2.154, 4.831], [1.039, 0.538, -1.388], [-1.923, -7.045, 1.126], [2.315, 3.930, 1.607], [3.522, -2.301, 0.609], [2.712, -3.780, 0.925], [0.152, -8.075, 2.076], [4.549, 3.159, 0.702], [-6.170, 0.352, -3.154], [-2.179, 6.997, 3.653], [-4.544, -6.980, 2.724], [-2.645, 2.608, 3.352], [0.039, -0.009, 4.620], [-1.640, 9.905, 3.000], [-1.685, 1.701, 0.607], [2.254, 2.185, 6.847], [0.905, -3.806, -4.967], [6.891, 8.853, 0.737], [-3.191, 0.062, 2.903], [0.665, 4.840, -0.199], [-3.524, 3.942, 0.688], [-6.709, 8.623, 7.473], [-1.197, -6.062, -1.817], [-3.210, 2.351, -3.591], [2.054, -1.947, -6.102], [-3.475, -12.390, -4.418], [-2.845, -0.403, -2.658], [6.370, 7.658, 6.069], [-1.204, -1.515, -1.131], [6.736, 7.536, -0.471], [-7.234, 9.731, 6.132], [-2.761, 8.062, -1.796], [0.653, 6.340, -2.770], [0.016, 3.146, 7.204], [3.094, 5.306, -0.428], [2.060, 3.465, 5.588], [-2.516, -2.082, -3.578], [-0.392, 1.083, 7.587], [-2.108, -12.209, -7.442], [5.433, 0.416, 0.091], [-6.520, 10.370, 7.674], [-3.571, 7.443, 0.173], [1.795, 1.599, 5.239], [-5.259, -0.840, -2.483], [-3.713, 7.970, -3.197], [-4.297, 8.977, -1.816], [5.480, 6.346, 6.746], [-2.509, -0.648, 4.992], [1.164, -1.884, 6.087], [-0.874, 5.458, 2.362], [0.550, -0.106, 1.192], [1.397, 3.918, 3.128], [-0.092, 4.083, 4.706], [-1.268, 1.170, 6.292], [-5.991, -2.437, -0.634], [-5.660, 6.511, 2.177], [4.011, 1.434, -1.181], [7.110, -0.399, -7.465], [-0.031, -5.650, 2.438], [2.587, 7.843, 1.169], [3.464, -3.888, -3.383], [-1.549, 6.043, -0.042], [2.181, -4.282, -6.893], [4.658, -1.346, -2.805], [1.716, -8.227, -5.056], [6.408, 0.940, -3.344], [4.430, -3.610, 1.404], [6.688, -5.931, -5.847], [-3.496, -4.731, -1.550], [2.594, -0.689, 4.346], [-2.918, -3.657, -4.303], [2.740, 2.183, -2.152], [1.023, -9.513, 1.578], [-3.215, -0.207, -0.899], [-3.672, 8.552, 4.604], [-1.225, -1.325, 2.000], [-4.643, 1.841, -1.576], [6.384, -1.442, -3.131], [1.537, 8.250, 3.247], [-5.530, 10.736, 4.863], [2.483, -2.785, 5.284], [-6.484, -4.145, -2.299], [7.528, 6.153, 4.779], [3.077, -6.496, 0.689], [0.684, -8.447, -6.418], [0.949, 0.568, 3.443], [2.623, -6.429, -2.255], [6.980, -4.177, -5.791], [-5.632, 5.179, 0.039], [-1.823, -10.561, -3.003], [2.165, 0.505, -0.059], [-4.030, 0.878, -4.281], [-5.305, -7.647, 1.270], [0.680, -6.869, 0.114], [-2.902, -3.374, 1.705], [4.481, 0.509, 1.503], [5.593, -4.850, -6.664], [3.788, -5.625, 2.915], [-3.295, -7.576, -3.349], [-0.493, -12.313, -6.620], [1.977, -1.066, 1.879], [4.179, 9.579, 1.122], [5.865, 9.125, -0.718], [0.827, -3.041, 4.789], [0.005, 6.167, 3.763], [4.580, 7.724, 5.883], [-2.731, -3.536, 3.422], [-3.951, -1.052, 6.113], [1.066, -1.437, -3.913], [-6.386, 4.172, -3.609], [-0.307, 2.326, 4.301], [2.559, -9.108, -0.494], [3.920, 6.657, 3.412], [1.680, -3.574, -1.018], [1.179, -2.585, 2.484], [0.782, 6.122, 2.231]], "atomic_forces_ev_per_a": [[0.9580, 0.9820, 0.4221], [-0.1001, 0.7743, -0.2954], [0.0382, 1.1816, -1.1157], [0.3386, 1.0569, -1.4667], [-1.2755, 0.2459, -1.6825], [-0.6835, 0.8688, 2.2676], [0.5383, -0.7697, -0.9432], [0.3227, 0.1062, -0.1688], [-0.0765, -0.0772, 0.4064], [-0.2112, 1.2804, -0.6083], [-1.2145, -0.3430, 0.7480], [0.1425, -0.0337, 0.8799], [0.0611, -0.1714, 0.0795], [-0.8905, 0.6030, -0.8455], [-0.3969, -0.2910, 0.3937], [-1.1522, 0.1446, -0.9018], [0.4392, 0.1015, -0.7863], [-1.2638, 0.0210, -1.1045], [1.1679, 0.4352, 0.6117], [0.9244, -1.0729, -0.0975], [0.2187, 0.2940, 0.0241], [-0.2984, -0.7005, 0.3196], [0.8609, 0.8177, -1.0037], [-0.3488, -0.5963, 0.9034], [0.2424, -0.0033, -0.4360], [0.9337, 0.5204, -0.4499], [0.3621, 1.0696, -0.3024], [0.5386, -0.2633, -0.7161], [0.7569, -1.6906, 1.1551], [0.5836, -0.3202, -0.4987], [1.6186, 0.9066, -0.0965], [-0.0756, 1.1790, -0.5664], [-0.8539, -0.0103, -2.3889], [-0.3329, 0.4408, 0.7201], [-0.1879, -0.2104, -0.3845], [0.2687, 1.4727, -1.3976], [-0.4557, 0.7553, 0.9557], [-1.1103, -0.2787, 0.1826], [0.5326, -0.2237, -0.3754], [-0.4022, -1.3763, -0.0172], [-0.6134, 0.5969, 0.6799], [-0.6558, -1.5423, 0.2338], [-1.2946, 1.5376, -0.7260], [-0.7914, -0.0310, -0.0322], [-1.0624, -0.0996, 0.1077], [-0.7470, -1.4539, 2.2711], [-0.0972, 0.0566, -0.4128], [-0.9545, 0.6770, -0.8405], [1.7084, 0.3442, -0.1033], [0.4532, -0.5611, 1.5462], [0.7535, -0.4232, -0.1943], [-0.1598, 1.3000, -0.7574], [0.7035, 0.4380, -0.2198], [1.8135, 0.2368, -0.4003], [0.7182, -0.9935, -0.2821], [0.8004, -1.7213, -1.7620], [-0.6273, -2.3747, 1.8734], [0.5898, 0.0312, -1.3042], [-0.3124, 1.0387, -0.3798], [-0.4723, -0.6999, 1.4825], [-0.3951, -0.2635, -0.0370], [-0.1280, 0.2982, 1.1739], [1.1356, 0.2262, 0.4018], [-0.9262, 0.9934, -0.8119], [-0.2056, -0.6606, -0.5437], [0.4366, 0.6842, 0.1157], [-0.8340, -0.7725, 1.9239], [0.6418, 0.5336, -0.5424], [0.4487, 0.2381, -1.2355], [-0.7871, -0.3643, 1.5632], [0.6774, 0.3710, 0.0716], [0.3754, 0.4862, 1.4782], [0.6869, 0.3727, -0.0340], [0.0880, -0.3606, -1.1715], [-1.9299, -1.3061, 0.4967], [1.9696, -0.0894, -0.0414], [-0.2193, 0.9698, 0.4991], [1.4346, 0.5997, 0.8864], [0.4773, 0.2128, 1.1572], [-0.0844, 1.1319, 0.9221], [-1.4056, -2.2438, 1.2263], [0.3071, -1.1036, 0.3948], [-1.4369, 0.5101, 0.6623], [0.1037, -0.4688, 0.2742], [-0.1981, 0.8939, -1.5181], [-0.6179, 1.0292, 0.3382], [-1.4682, -1.2273, -1.7891], [0.7017, -0.7105, 0.2107], [-0.2786, -0.4269, 0.3534], [1.2526, 0.0216, 0.2252], [0.3730, 1.6551, -1.0717], [-0.9123, -1.1281, 0.2557], [0.4646, -0.4154, -2.8125], [0.9035, -0.2320, 2.3827], [0.8833, 1.3392, -1.0180], [-0.5214, 0.6983, 0.9409], [0.7589, 0.3061, -0.3614], [0.1040, 0.4921, 0.7085], [-0.0769, -2.1046, 0.6610], [0.0057, -0.1637, 1.6498], [-0.1002, -0.1508, 0.3628], [0.0897, 0.7096, 0.6616], [0.7480, -0.3463, 1.3350], [-0.2311, -0.6735, 0.3250], [-1.0323, -1.0570, -0.4117], [-0.0356, 0.9473, 0.5403], [1.0229, 1.0520, 0.8056], [0.9016, 0.4796, 0.3449], [-0.9822, -0.3466, -1.2753], [-0.4617, -0.7131, 0.2233], [-0.3453, -1.5168, -0.9502], [-0.2609, 0.3868, 0.4735], [-0.3862, -1.1243, -1.2326], [1.6899, 0.6269, -0.4134], [0.0576, -2.0646, -0.6640], [0.0152, -1.0981, 0.0427], [-1.3949, -0.1547, 0.4207], [1.4990, 0.1570, -0.5463], [2.1151, -1.0721, -0.5112], [0.9272, 0.6375, 0.3046], [-0.7336, 0.2681, -0.2698], [0.9063, 0.3024, -0.6838], [0.0478, -0.1104, 0.3123], [0.8520, 0.9905, 0.0892], [-0.0997, -0.1736, 0.0151], [0.5279, 0.0263, 0.2012], [0.2920, -0.1453, 0.4268], [0.3166, -0.2551, 0.4771], [-0.0709, -0.1540, -0.4671], [-0.1443, -0.1352, -0.2738], [0.7802, -0.1474, 0.1510], [0.0835, -0.2940, 0.0567], [-0.3240, -0.3430, -0.7837], [-0.1255, -0.5476, -0.6111], [-0.4704, 0.2649, -0.0692], [-0.9526, -0.5852, 0.2843], [0.6569, -0.3103, 0.3993], [-0.0033, -0.0589, 0.4822], [-0.1986, 0.2985, 0.0578], [0.1103, 0.7180, -0.6644], [0.1765, -0.0126, 0.1229], [0.8476, 1.1690, 0.4818], [0.1940, 0.2784, 0.0507], [-0.6400, -0.3778, 0.1323], [0.4321, 0.3613, 0.4021], [0.1268, -0.2952, -0.6987], [-0.2257, -0.0637, -0.4214], [-0.1576, 0.4796, -0.1610], [-0.0408, 0.2683, 0.2429], [-0.0267, 0.1987, -0.4797], [0.1539, -0.0539, 0.1462], [-0.2655, 0.6891, 0.3240], [-0.9175, -0.4475, -0.3437], [-0.1700, 0.6134, 0.4808], [-0.1528, 0.5990, 0.0804], [0.5737, 0.1812, 0.0336], [-1.4879, -0.2350, 0.6368], [0.5990, 0.2954, 0.7031], [-0.5598, -0.1911, -1.2337], [-0.4035, -0.1819, -0.6835], [-0.2919, 0.2881, 0.6379], [-0.1487, -0.2387, -0.1074], [-0.9447, 0.5871, 0.2757], [-0.0930, 0.7390, -0.5051], [-0.6606, 0.5854, -0.5697], [-0.4254, 0.6713, -0.2114], [0.2133, -0.1767, 0.2418], [0.0331, -0.1497, -0.3978], [-0.0163, -0.4494, 0.4427], [0.0839, -0.9064, 0.2399], [-0.5392, 0.3540, -0.0767], [-0.1976, 0.4620, -0.3627], [-0.2187, -0.2025, 0.4604], [-0.0137, -0.2801, -0.3128], [0.6550, 0.0653, 0.4007], [0.3502, 1.1073, -0.4702], [0.2524, 0.2647, -0.3947], [-0.5960, -0.0489, -0.2879], [0.2642, -0.0047, 0.6577], [-0.0267, 0.0300, 0.0267], [0.8830, 0.0673, 0.4171], [-0.0666, -0.0378, -0.5983], [-0.1900, -0.2893, 0.5491], [-0.7038, -0.0954, 0.4188], [0.4196, 0.1127, -0.1956], [-0.1384, -0.4774, 0.8265], [-0.2350, -0.2926, -0.0924], [0.0287, -0.5639, -0.5461], [0.3690, -0.2349, 0.0442], [-0.2311, 0.2892, 0.1778], [-0.4638, 0.4937, -0.2750], [-0.8026, 0.9209, 0.4502], [0.9287, 0.4871, -0.1149], [0.2495, 0.2867, -0.0291], [-0.4122, 0.0376, -0.4166], [-0.4382, -0.1367, 0.0266], [0.0149, 0.6074, 0.4588], [0.4146, -0.4689, -0.0964], [0.1659, 0.0909, 0.3420], [-0.5705, -0.3555, -0.0395], [1.0663, -0.1675, -0.1032], [-0.5555, 0.3524, -0.0929], [-0.1268, 0.6255, 0.0822], [-0.0089, -0.4156, 0.3931], [0.1142, 0.1043, -0.2854], [0.7563, 0.2841, 0.0880], [-0.1033, 0.2156, -0.1448], [-0.1041, -0.0592, -0.2942], [1.0654, -0.1408, -0.7722], [0.1660, 0.0093, -0.2374], [-0.4787, -0.9131, -0.4956], [0.4549, 0.8931, 0.7881], [-0.2754, -0.4776, -0.3773], [-0.3159, -0.2363, 0.4949], [-0.1530, -0.5966, 0.0204], [0.2499, 0.8776, -0.0509], [-0.4686, 0.0922, 0.4262], [0.4763, 0.0014, -0.1940], [-0.1742, -0.4550, 0.3967], [0.1535, -0.4454, 0.5855], [-0.4161, -0.4360, 0.7153], [-0.4384, -0.2442, -0.0201], [-0.3520, 0.2902, 0.0193], [0.3766, 0.2684, 0.3877], [0.1718, 0.5386, -0.4411], [0.2637, -0.6596, -0.6746], [-0.0044, -0.4587, -0.2336], [0.4255, -0.3682, 0.0134], [-0.1221, 0.2412, 0.1490], [0.0559, -0.0867, -0.5130], [0.2517, -0.1095, 0.5605], [0.0034, 0.0724, 0.7502], [-0.2895, -0.2797, 0.1188], [-0.3006, -0.0735, -0.6721], [-0.1764, 0.1219, -0.0843], [-0.3565, -1.1788, 0.5089], [0.3406, 0.1074, -0.4396], [-0.0653, 0.1463, 0.0980], [-0.4003, -0.3430, 0.1351], [-0.3639, -0.1344, 0.0003], [-0.2712, -0.6007, 0.0083], [-0.0506, -0.5281, -0.2040], [-0.3097, 0.1974, -0.1106], [0.2049, 0.0569, -0.3625], [-0.1105, 0.1640, 0.0173], [0.6032, -0.1834, 0.3739], [-0.8431, -0.2556, 0.3930], [0.6687, -0.1433, -0.4495], [0.2451, 0.2794, -1.1629], [0.5318, -0.3163, -0.3746], [-0.1236, -1.5877, 0.2846], [0.5358, 1.5392, -0.5208], [0.2631, -0.0133, -0.0142], [0.0233, 0.7420, 0.1921], [0.3632, -0.0007, -0.8970], [-0.4195, -0.2871, -0.3461], [-0.4507, -0.5568, -0.3028], [0.2548, 1.1196, 0.4538], [-0.0604, 0.5396, 0.0723], [-0.8299, -0.1857, 0.2672], [-0.1856, 0.0919, -0.0956], [-0.6456, -0.1119, 0.1142], [0.2068, 0.2420, 0.1181], [0.1174, 0.1555, -0.2446], [-0.2210, -0.2506, -0.1703], [-0.1583, 0.0988, 0.1160], [-0.5457, 0.3977, 0.1201], [-0.1405, 0.3314, -0.0910], [-1.8190, 0.0035, -0.5950], [-0.0254, -0.8951, 0.1879], [0.5537, -0.4402, 0.4244], [0.2410, 0.8246, 0.1734], [-0.7406, -0.3973, 0.2308], [0.1669, -0.6681, -0.0051], [-0.6956, -0.1004, -0.0866], [-0.3511, -0.2752, -0.2729], [0.7681, 0.2471, -0.5438], [0.5552, -0.2775, 0.3676], [-0.7880, -0.4465, 0.2384], [0.2456, -0.4084, -0.0566], [-0.6085, -0.5856, 0.1283], [-0.0104, -0.1514, 0.1353], [0.1570, -0.3015, 0.3193], [-0.7332, -1.0314, -0.1652], [0.5219, 0.8702, -0.0102], [-0.0048, 0.2595, -0.0851], [-0.6169, 0.1674, -0.2409], [-0.7719, 0.4498, -0.6258], [0.1029, 0.0041, -0.5905], [-0.1971, 0.0307, 0.1985], [0.2092, -0.2167, -0.9591], [0.1589, -0.3491, 0.5904], [-0.5287, 0.5676, 0.2325], [-0.0058, 0.3090, 0.1743], [-0.0655, 0.2272, 0.0889], [-0.2385, 0.2353, -0.0091], [0.3913, -0.1666, 0.1759], [0.6301, 0.9042, 1.0475], [-0.2438, 0.2559, 0.0659], [-0.0744, 0.2971, -1.3125], [0.1428, 0.9128, -0.6152], [0.3935, -1.0998, 1.1013], [0.9128, 0.3930, -0.5783], [0.5544, 0.3142, 0.3050], [-0.2668, -0.0601, -0.2125], [0.4778, -0.0715, 0.1942], [0.0731, 0.5538, -0.4681], [-0.6170, -0.2194, -0.3458], [0.2145, -0.1798, -0.5293], [-0.2211, -0.6683, 0.2917], [-0.1437, -0.2193, 0.4045], [-0.2790, 0.2054, 0.1641], [-0.3643, 0.2944, -0.0557], [0.3395, -0.3397, 0.5226], [-1.1656, -0.1699, 0.1188], [0.0850, -0.4791, 0.4579], [-0.1370, 0.1017, 0.3735], [0.7566, -0.6044, 0.4571], [-0.3275, -0.1600, -0.0308], [-0.0432, -0.5845, 0.4386], [-0.1059, -0.0257, 0.6640], [-0.2449, -0.1528, 0.1208], [1.1188, 0.1817, -0.3633], [-0.2850, 0.9607, -0.8122], [0.0958, -0.7190, 0.3225], [0.1577, 0.5566, -0.6213], [-0.3768, 0.4689, -0.0213], [1.3032, -0.0018, 2.0556], [-0.1323, -0.1448, 0.3533], [-0.0942, 0.5577, -0.1517], [0.6845, -0.3432, -0.5109]]}